{"formula": "C4H5NO2", "method": "wB97M-V/def2-TZVPD", "species": ["C", "C", "O", "N", "C", "C", "O", "H", "H", "H", "H", "H"], "positions_angstrom": [[1.72, 0.38, 0.60], [0.24, 0.15, 0.99], [-0.31, 0.45, 2.05], [-0.42, -0.30, -0.13], [-1.82, -0.47, -0.54], [-0.70, -0.38, -1.46], [-0.20, -0.23, -2.53], [1.97, -0.25, -0.14], [2.33, 0.04, 1.36], [1.84, 1.42, 0.28], [-2.31, 0.54, -0.23], [-2.33, -1.35, -0.25]], "nbo_charge": [-0.689, 0.704, -0.554, -0.493, -0.306, 0.711, -0.503, 0.220, 0.233, 0.242, 0.216, 0.220], "homo_ev": -10.406, "mol_weight_g_mol": 99.1, "energy_ha": -360.58297, "e_above_lowest_ev": 2.352, "smiles": "CC(=O)N1CC1=O", "max_force_ev_per_a": 3.9}

{"formula": "C6H8N", "method": "wB97M-V/def2-TZVPD", "species": ["C", "N", "C", "C", "C", "C", "C", "H", "H", "H", "H", "H", "H", "H", "H"], "positions_angstrom": [[1.47, -0.15, 0.28], [0.16, -0.13, -0.38], [-0.37, 1.26, -0.33], [-1.57, 1.41, 0.24], [-2.15, -0.02, 0.38], [-2.25, -1.11, -0.36], [-0.88, -0.95, 0.28], [1.42, 0.07, 1.32], [2.09, -1.06, 0.08], [2.16, 0.61, 0.04], [0.25, -0.51, -1.29], [0.37, 2.06, -0.39], [-1.95, 2.46, 0.48], [-2.86, -1.66, -0.87], [-0.52, -1.52, 1.09]], "nbo_charge": [-0.451, -0.378, -0.060, -0.156, 0.053, -0.078, -0.140, 0.247, 0.256, 0.251, 0.448, 0.255, 0.296, 0.230, 0.229], "homo_ev": -14.402, "mol_weight_g_mol": 94.1, "energy_ha": -287.73372, "e_above_lowest_ev": 6.055, "charge": 1, "smiles": "C[N@@H+]1C=CC2=C[C@H]21", "max_force_ev_per_a": 7.0}

{"formula": "C51H52BBrN6O3SSr", "method": "wB97M-V/def2-TZVPD", "species": ["Sr", "C", "C", "C", "C", "N", "N", "B", "N", "N", "C", "C", "C", "C", "C", "C", "C", "C", "C", "C", "N", "N", "C", "C", "C", "C", "C", "C", "C", "C", "C", "C", "C", "C", "C", "C", "C", "C", "H", "H", "H", "H", "H", "H", "H", "H", "H", "H", "H", "H", "H", "H", "H", "H", "H", "H", "H", "H", "H", "H", "H", "H", "H", "H", "H", "H", "O", "C", "O", "C", "C", "C", "C", "C", "C", "S", "H", "H", "H", "H", "C", "C", "C", "C", "C", "C", "C", "Br", "C", "O", "C", "C", "C", "C", "C", "C", "H", "H", "H", "H", "H", "H", "H", "H", "H", "H", "H", "H", "H", "H", "H", "H", "H", "H", "H", "H"], "positions_angstrom": [[-0.61, -0.28, 0.81], [3.39, -3.68, 4.61], [1.98, -3.36, 4.24], [0.86, -3.78, 4.92], [-0.23, -3.23, 4.22], [0.23, -2.52, 3.19], [1.56, -2.61, 3.19], [2.42, -1.97, 2.07], [1.97, -2.47, 0.68], [1.00, -1.94, -0.06], [0.97, -2.57, -1.23], [1.98, -3.55, -1.24], [2.59, -3.45, -0.01], [3.72, -4.33, 0.42], [0.06, -2.30, -2.35], [0.00, -3.21, -3.41], [-0.83, -2.99, -4.49], [-1.62, -1.86, -4.55], [-1.57, -0.95, -3.50], [-0.74, -1.17, -2.42], [2.46, -0.45, 2.27], [1.41, 0.37, 2.29], [1.85, 1.59, 2.57], [3.24, 1.54, 2.77], [3.59, 0.23, 2.55], [4.97, -0.32, 2.54], [1.05, 2.81, 2.60], [-0.34, 2.80, 2.68], [-1.05, 3.99, 2.69], [-0.40, 5.21, 2.63], [0.98, 5.23, 2.55], [1.70, 4.05, 2.53], [-1.63, -3.45, 4.51], [-2.59, -3.33, 3.50], [-3.91, -3.66, 3.75], [-4.29, -4.06, 5.02], [-3.36, -4.14, 6.04], [-2.03, -3.84, 5.78], [3.56, -3.39, 5.65], [3.56, -4.75, 4.52], [4.11, -3.16, 3.99], [0.84, -4.42, 5.78], [3.53, -2.35, 2.21], [2.27, -4.21, -2.03], [4.52, -4.28, -0.33], [4.13, -4.04, 1.38], [3.38, -5.36, 0.49], [0.60, -4.11, -3.39], [-0.87, -3.72, -5.30], [-2.28, -1.69, -5.39], [-2.20, -0.08, -3.52], [-0.72, -0.45, -1.62], [3.90, 2.34, 3.04], [5.68, 0.50, 2.65], [5.13, -1.03, 3.35], [5.16, -0.82, 1.59], [-0.87, 1.87, 2.73], [-2.13, 3.95, 2.74], [-0.96, 6.14, 2.63], [1.51, 6.18, 2.50], [2.77, 4.09, 2.44], [-2.27, -3.01, 2.51], [-4.62, -3.59, 2.95], [-5.33, -4.31, 5.21], [-3.67, -4.44, 7.03], [-1.31, -3.91, 6.59], [-3.35, -2.44, -1.24], [-3.10, -2.00, -0.12], [-1.95, -1.80, 0.35], [-4.29, -1.69, 0.77], [-5.35, -2.58, 0.70], [-6.55, -2.35, 1.36], [-6.69, -1.17, 2.09], [-5.64, -0.29, 2.18], [-4.40, -0.53, 1.55], [-3.18, 0.67, 1.79], [-5.22, -3.47, 0.10], [-7.37, -3.04, 1.28], [-7.63, -0.94, 2.57], [-5.74, 0.63, 2.74], [2.94, 4.45, -5.32], [2.46, 2.99, -5.46], [1.50, 2.88, -6.65], [3.68, 2.11, -5.78], [1.79, 2.58, -4.16], [2.45, 1.81, -3.23], [1.84, 1.49, -2.03], [2.94, 0.51, -0.81], [0.54, 1.88, -1.64], [0.01, 1.46, -0.56], [-0.08, 2.79, -2.58], [0.54, 3.07, -3.78], [-1.39, 3.48, -2.21], [-1.25, 4.12, -0.83], [-1.76, 4.60, -3.20], [-2.54, 2.48, -2.18], [3.50, 4.76, -6.20], [3.58, 4.54, -4.44], [2.09, 5.11, -5.19], [2.00, 3.17, -7.57], [0.63, 3.52, -6.52], [1.15, 1.85, -6.75], [4.06, 2.35, -6.78], [3.41, 1.06, -5.77], [4.48, 2.28, -5.07], [3.45, 1.44, -3.39], [0.04, 3.73, -4.47], [-0.43, 4.83, -0.81], [-1.07, 3.36, -0.08], [-2.17, 4.65, -0.56], [-0.95, 5.32, -3.30], [-2.64, 5.13, -2.83], [-2.00, 4.21, -4.19], [-2.33, 1.68, -1.47], [-2.71, 2.05, -3.17], [-3.46, 2.97, -1.86]], "mulliken_charge": [2.429, -1.565, 0.780, -1.474, 0.561, -0.100, 0.666, -0.809, -0.525, 2.460, -0.184, -1.500, 0.380, -1.710, 0.709, -0.871, -0.699, -0.890, -0.380, 1.766, 0.766, -0.334, -0.178, -1.140, 0.691, -1.575, 0.794, -0.127, -0.582, -0.486, -0.635, -0.802, 0.342, -0.081, -0.218, -0.634, -0.524, -0.738, 0.356, 0.334, 0.102, 0.435, -0.436, 0.489, 0.394, 0.166, 0.308, 0.291, 0.343, 0.403, 0.246, -1.146, 0.496, 0.427, 0.195, 0.264, 0.597, 0.392, 0.396, 0.340, 0.274, 0.252, 0.331, 0.399, 0.347, 0.328, -0.798, -0.387, -0.741, -0.129, -0.716, -0.434, -0.526, -0.646, 1.078, -0.388, 0.367, 0.324, 0.338, 0.426, -1.649, 2.323, -1.777, -2.149, -0.064, -0.656, 0.096, -0.169, 0.148, 0.474, -0.654, -0.785, 2.771, -1.486, -2.646, -1.392, 0.459, 0.319, 0.326, 0.475, 0.335, 0.371, 0.461, 0.432, 0.353, 0.307, 0.397, 0.359, -0.178, 0.535, 0.429, 0.474, 0.412, -0.121, 0.291, 0.508], "homo_ev": -1.734, "mol_weight_g_mol": 1007.4, "energy_ha": -5557.01260, "e_above_lowest_ev": 0.995, "charge": -2, "max_force_ev_per_a": 3.1}

{"formula": "C19H13AsFN3O10STi", "method": "wB97M-V/def2-TZVPD", "species": ["Ti", "O", "As", "O", "O", "C", "C", "C", "C", "C", "C", "S", "O", "O", "O", "H", "H", "H", "H", "H", "O", "C", "C", "C", "C", "C", "C", "C", "O", "N", "O", "O", "H", "H", "H", "H", "F", "N", "C", "C", "C", "C", "C", "N", "C", "H", "H", "H", "H"], "positions_angstrom": [[-0.58, 0.75, -0.07], [-1.46, -2.29, -3.11], [-1.96, -1.51, -1.57], [-0.45, -0.75, -1.23], [-3.19, -0.50, -1.94], [-2.61, -3.12, -0.71], [-2.68, -4.24, -1.53], [-3.27, -5.43, -1.10], [-3.79, -5.50, 0.19], [-3.71, -4.40, 1.02], [-3.15, -3.19, 0.60], [-1.62, -1.31, 1.78], [-3.17, -2.19, 1.49], [-0.72, -2.26, 1.14], [-2.00, -0.15, 0.82], [-0.94, -1.60, -3.54], [-2.28, -4.18, -2.53], [-3.33, -6.28, -1.77], [-4.24, -6.41, 0.54], [-4.10, -4.43, 2.03], [-1.19, 1.80, -1.41], [-0.47, 2.62, -2.14], [0.93, 2.79, -2.02], [1.59, 3.71, -2.84], [2.94, 3.94, -2.70], [3.70, 3.29, -1.74], [3.08, 2.36, -0.93], [1.72, 2.07, -1.06], [1.19, 1.13, -0.30], [3.59, 4.90, -3.59], [4.78, 5.16, -3.41], [2.94, 5.39, -4.51], [-1.01, 3.20, -2.88], [1.04, 4.26, -3.59], [4.76, 3.51, -1.64], [3.63, 1.81, -0.17], [-0.80, 2.21, 1.05], [0.40, 2.29, 6.42], [0.67, 1.71, 5.46], [1.04, 0.97, 4.30], [2.36, 0.35, 4.19], [2.59, -0.42, 3.05], [1.63, -0.56, 2.08], [0.38, 0.06, 2.17], [0.14, 0.79, 3.27], [3.10, 0.50, 4.96], [3.55, -0.91, 2.91], [1.78, -1.19, 1.21], [-0.84, 1.25, 3.33]], "mulliken_charge": [0.035, -0.698, 1.534, -0.595, -0.785, 0.047, -0.550, -0.584, -0.370, -0.648, 0.642, 0.648, -0.584, -0.532, -0.125, 0.290, 0.466, 0.366, 0.337, 0.399, -0.466, -0.746, 1.262, -0.787, -0.103, -0.560, -0.661, 0.161, 0.405, 1.010, -0.664, -0.650, 0.283, 0.446, 0.447, 0.495, -0.507, -0.695, 0.116, 0.076, -0.512, -0.731, -0.716, 0.195, -0.073, 0.433, 0.363, 0.467, 0.417], "homo_ev": [0.190, -3.595], "mol_weight_g_mol": 617.2, "s2": 2.0472, "energy_ha": -5231.91623, "e_above_lowest_ev": 2.859, "charge": -2, "max_force_ev_per_a": 2.5, "spin_multiplicity": 3}

{"formula": "C30H37AsBrCsF5N5SSeSi2", "method": "wB97M-V/def2-TZVPD", "species": ["Cs", "Br", "C", "C", "C", "C", "C", "C", "C", "C", "C", "C", "H", "H", "H", "H", "H", "H", "N", "C", "C", "N", "C", "C", "N", "H", "H", "H", "H", "H", "S", "C", "N", "C", "C", "C", "N", "H", "H", "H", "H", "H", "H", "H", "H", "C", "Si", "C", "C", "As", "Si", "C", "C", "C", "H", "H", "H", "H", "H", "H", "H", "H", "H", "H", "H", "H", "H", "H", "H", "H", "H", "H", "F", "C", "C", "F", "C", "F", "C", "Se", "C", "F", "C", "F"], "positions_angstrom": [[-0.49, -0.63, 0.05], [-2.63, 1.21, 1.97], [-2.63, 0.24, 3.62], [-2.95, 0.96, 4.73], [-2.98, 0.31, 5.99], [-2.70, -1.02, 6.06], [-2.37, -1.76, 4.90], [-2.08, -3.15, 5.00], [-1.78, -3.85, 3.87], [-1.73, -3.20, 2.61], [-1.97, -1.85, 2.41], [-2.31, -1.15, 3.62], [-3.17, 2.02, 4.66], [-3.23, 0.88, 6.88], [-2.72, -1.53, 7.02], [-2.10, -3.62, 5.97], [-1.56, -4.91, 3.94], [-1.48, -3.83, 1.75], [5.71, -0.49, -1.92], [4.46, -0.09, -2.37], [3.48, 0.32, -1.46], [2.29, 0.72, -1.86], [2.06, 0.73, -3.18], [3.03, 0.32, -4.07], [4.24, -0.09, -3.68], [5.74, -0.79, -0.95], [6.21, -1.07, -2.56], [3.66, 0.29, -0.39], [1.08, 1.04, -3.51], [2.83, 0.31, -5.13], [-1.02, 3.20, -2.89], [-1.20, 4.00, -1.42], [-2.39, 4.03, -0.78], [-2.62, 4.64, 0.52], [-1.32, 4.69, 1.31], [-0.25, 5.33, 0.44], [-0.17, 4.64, -0.83], [-3.10, 3.46, -1.20], [-3.37, 4.05, 1.05], [-3.02, 5.66, 0.39], [-1.02, 3.68, 1.58], [-1.46, 5.25, 2.23], [0.73, 5.27, 0.92], [-0.48, 6.39, 0.28], [0.72, 4.50, -1.28], [1.01, 0.20, 5.02], [2.47, -0.76, 4.27], [1.85, -2.53, 4.06], [3.75, -0.82, 5.67], [3.34, -0.05, 2.27], [3.07, 2.20, 2.50], [3.94, 2.99, 3.99], [1.28, 2.83, 2.58], [3.77, 3.08, 0.98], [0.70, -0.27, 5.95], [0.15, 0.19, 4.34], [1.27, 1.24, 5.23], [1.72, -3.02, 5.03], [2.56, -3.11, 3.47], [0.89, -2.54, 3.54], [3.31, -1.22, 6.59], [4.14, 0.18, 5.88], [4.59, -1.44, 5.38], [3.46, 2.68, 4.92], [3.91, 4.09, 3.94], [4.98, 2.67, 4.03], [0.68, 2.27, 3.30], [0.82, 2.69, 1.60], [1.24, 3.88, 2.86], [4.84, 2.88, 0.86], [3.64, 4.17, 1.06], [3.27, 2.74, 0.07], [-3.77, -7.06, -5.39], [-3.17, -5.91, -5.02], [-3.92, -4.76, -4.80], [-5.26, -4.81, -4.97], [-3.29, -3.58, -4.43], [-4.10, -2.52, -4.24], [-1.91, -3.47, -4.25], [-1.07, -1.84, -3.79], [-1.20, -4.65, -4.47], [0.14, -4.68, -4.33], [-1.80, -5.84, -4.85], [-1.05, -6.95, -5.05]], "mulliken_charge": [0.914, -0.414, 0.512, -0.563, -0.477, -0.915, 1.394, -0.868, -0.523, -0.552, -1.094, 0.311, 0.422, 0.360, 0.292, 0.288, 0.335, 0.343, -0.498, 0.408, 0.467, -0.083, -0.323, -0.365, -0.690, 0.264, 0.259, -0.430, 0.420, 0.377, -0.414, 0.023, -0.120, -0.813, 0.130, -0.560, -0.098, 0.244, 0.412, 0.303, -0.267, 0.410, 0.298, 0.340, 0.239, -0.581, 0.326, -0.772, -1.190, -0.151, 0.191, -1.152, -0.416, -1.054, 0.435, -0.297, 0.424, 0.291, 0.332, 0.012, 0.284, 0.260, 0.315, 0.308, 0.341, 0.283, 0.090, -0.162, 0.367, 0.275, 0.362, 0.128, -0.331, 0.453, 0.083, -0.316, 0.503, -0.295, -0.657, -0.443, 0.621, -0.280, 0.036, -0.318], "homo_ev": -1.658, "mol_weight_g_mol": 1017.6, "energy_ha": -10147.13767, "e_above_lowest_ev": 0.199, "charge": -2, "max_force_ev_per_a": 0.8}